Formula: C43H59FO2P3SSiV
Source: OMol25
Level of theory: wB97M-V/def2-TZVPD

Properties
Kohn-Sham gap (alpha / beta) (eV): 6.70 / 6.80
⟨S²⟩: 3.773
Net charge: -1
Spin multiplicity: 4

Cartesian coordinates (Å):
V 0.648 0.019 -0.549
C -4.018 -3.806 0.177
C -2.674 -3.381 -0.398
C -1.549 -4.139 0.299
P -2.188 -1.565 -0.330
C -3.261 -0.745 -1.635
C -3.443 0.703 -1.197
C -4.586 -1.349 -2.086
C -2.877 -1.068 1.287
C -4.223 -0.973 1.622
C -4.600 -0.618 2.906
C -3.630 -0.387 3.867
C -2.291 -0.444 3.522
C -1.893 -0.765 2.234
Si -0.074 -0.660 1.611
C 0.852 0.448 2.898
C 1.131 0.123 4.216
C 1.871 0.973 5.025
C 2.333 2.176 4.521
C 2.064 2.518 3.207
C 1.350 1.651 2.389
P 0.954 2.010 0.638
C -0.343 3.301 1.123
C -0.827 4.119 -0.068
C -1.504 2.591 1.808
C 2.343 3.161 0.084
C 2.166 3.410 -1.411
C 3.686 2.469 0.297
C 0.697 -2.363 2.046
C 0.236 -3.188 3.063
C 0.811 -4.424 3.306
C 1.839 -4.869 2.492
C 2.296 -4.067 1.460
C 1.746 -2.808 1.240
P 2.379 -1.660 -0.041
C 4.085 -1.287 0.728
C 3.849 -0.656 2.093
C 5.117 -2.398 0.886
C 2.941 -2.822 -1.417
C 3.309 -1.930 -2.601
C 1.946 -3.904 -1.821
H -4.115 -4.890 0.088
H -4.855 -3.353 -0.344
H -4.088 -3.547 1.231
H -2.639 -3.619 -1.468
H -1.583 -3.968 1.372
H -0.589 -3.783 -0.063
H -1.623 -5.210 0.119
H -2.578 -0.753 -2.499
H -4.085 0.768 -0.319
H -3.889 1.283 -2.002
H -2.467 1.133 -0.951
H -5.345 -1.263 -1.311
H -4.483 -2.395 -2.367
H -4.941 -0.800 -2.960
H -4.989 -1.179 0.888
H -5.649 -0.529 3.161
H -3.922 -0.160 4.885
H -1.542 -0.225 4.268
H 0.782 -0.822 4.614
H 2.084 0.700 6.051
H 2.902 2.853 5.144
H 2.415 3.463 2.818
H 0.144 3.956 1.860
H -0.917 3.480 -0.944
H -0.135 4.925 -0.300
H -1.802 4.561 0.133
H -1.944 1.853 1.143
H -2.276 3.303 2.097
H -1.169 2.077 2.706
H 2.305 4.111 0.633
H 2.076 2.447 -1.921
H 3.028 3.941 -1.821
H 1.272 3.986 -1.628
H 3.649 1.482 -0.172
H 3.911 2.346 1.354
H 4.496 3.035 -0.165
H -0.593 -2.855 3.675
H 0.456 -5.044 4.119
H 2.284 -5.842 2.661
H 3.078 -4.445 0.817
H 4.516 -0.523 0.064
H 3.444 -1.392 2.785
H 3.135 0.157 2.019
H 4.779 -0.269 2.510
H 4.718 -3.207 1.492
H 5.991 -1.996 1.402
H 5.461 -2.794 -0.066
H 3.844 -3.330 -1.060
H 2.413 -1.423 -2.959
H 3.736 -2.513 -3.419
H 4.040 -1.178 -2.298
H 1.077 -3.465 -2.295
H 1.614 -4.471 -0.954
H 2.421 -4.592 -2.522
O -1.733 5.691 -7.485
C -2.302 5.490 -6.254
O -3.243 6.189 -5.940
C -1.733 4.450 -5.412
C -0.599 3.678 -5.727
C -0.126 2.722 -4.868
C -0.760 2.462 -3.636
S -0.188 1.182 -2.655
C -1.896 3.236 -3.322
C -2.359 4.198 -4.176
H -1.009 5.072 -7.634
H -0.067 3.816 -6.664
H 0.748 2.140 -5.131
H -2.421 3.057 -2.396
H -3.234 4.782 -3.922
F 0.404 -1.583 -1.573

Formula: C12H8GdN2O4
Source: OMol25
Level of theory: wB97M-V/def2-TZVPD

Properties
Kohn-Sham gap (alpha / beta) (eV): 6.40 / 6.63
⟨S²⟩: 15.761
Net charge: +3
Spin multiplicity: 8

Cartesian coordinates (Å):
Gd 0.041 -0.417 0.023
C 0.021 1.556 1.665
O 0.011 2.357 2.501
C -0.005 1.954 -0.790
O -0.023 3.035 -1.189
C -2.437 0.096 -0.042
O -3.568 0.336 0.006
C 2.517 0.053 0.037
O 3.640 0.303 0.089
C 0.005 -1.961 -1.937
H 0.935 -2.532 -1.784
H -0.922 -2.535 -1.782
C 0.004 -0.686 -2.451
H -0.921 -0.152 -2.725
H 0.928 -0.153 -2.730
N 2.989 -0.170 5.397
C 1.995 -0.487 4.864
C 0.769 -0.841 4.176
C -0.487 -0.651 4.757
C -1.640 -0.939 4.044
C -1.527 -1.358 2.725
N -0.312 -1.389 2.129
C 0.840 -1.308 2.863
H -0.538 -0.289 5.788
H -2.636 -0.832 4.474
H -2.388 -1.702 2.141
H 1.789 -1.665 2.412

Formula: C11H13N4PdS3
Source: OMol25
Level of theory: wB97M-V/def2-TZVPD

Properties
Kohn-Sham gap (eV): 5.74
Net charge: +1

Cartesian coordinates (Å):
Pd 0.635 -0.019 0.709
N 3.372 0.008 4.026
C 2.713 0.002 2.865
S 0.959 -0.016 2.963
N 3.413 0.007 1.755
N 2.628 -0.001 0.661
C 3.162 -0.001 -0.509
C 2.256 -0.011 -1.644
C 2.691 -0.009 -2.962
C 1.755 -0.019 -3.980
C 0.405 -0.030 -3.661
C 0.038 -0.031 -2.330
N 0.935 -0.023 -1.343
H 2.881 0.004 4.901
H 4.378 0.018 4.022
H 4.240 0.005 -0.620
H 3.751 0.000 -3.174
H 2.074 -0.018 -5.013
H -0.357 -0.039 -4.426
H -1.002 -0.040 -2.030
C -3.916 -1.451 0.795
C -2.588 -0.759 0.764
S -1.225 -1.625 0.731
C -2.587 0.757 0.787
C -3.907 1.476 0.871
S -1.220 1.615 0.734
H -3.791 -2.528 0.754
H -4.540 -1.129 -0.042
H -4.452 -1.192 1.712
H -4.762 0.809 0.911
H -4.021 2.137 0.012
H -3.919 2.106 1.760

Formula: C10H15N3O8V
Source: OMol25
Level of theory: wB97M-V/def2-TZVPD

Properties
Kohn-Sham gap (alpha / beta) (eV): 8.29 / 8.82
⟨S²⟩: 2.010
Net charge: -1
Spin multiplicity: 3

Cartesian coordinates (Å):
V -0.030 -0.794 0.180
O -0.707 1.979 -1.598
C -0.151 2.837 -0.636
C 1.052 2.270 0.108
N 0.807 1.119 0.995
C 2.108 0.654 1.543
C 2.707 -0.444 0.656
O 3.856 -0.373 0.250
O 1.871 -1.400 0.422
C -0.123 1.425 2.091
C -0.588 0.141 2.804
O -1.057 0.228 3.923
O -0.442 -0.941 2.115
H -1.329 1.377 -1.139
H -0.916 3.183 0.068
H 0.209 3.728 -1.162
H 1.495 3.086 0.700
H 1.807 1.956 -0.620
H 1.924 0.208 2.520
H 2.800 1.494 1.653
H -1.020 1.888 1.682
H 0.327 2.109 2.821
N 0.668 -0.721 -1.923
C 0.604 -2.134 -2.348
C -0.707 -2.737 -1.840
O -1.367 -3.496 -2.539
N -1.003 -2.291 -0.605
C -2.382 -2.260 -0.167
C -2.834 -0.793 -0.066
O -3.997 -0.479 0.059
O -1.833 0.066 -0.117
H 1.614 -0.366 -2.019
H 0.062 -0.128 -2.481
H 0.648 -2.255 -3.431
H 1.448 -2.650 -1.888
H -3.044 -2.801 -0.845
H -2.479 -2.690 0.833